{"formula": "C3HO2Yb", "method": "ωB97M-V/def2-TZVPD", "homo_energy_ev": [-16.6, -16.1], "charge": 2, "gap_ha": [0.2040, 0.1877], "e_lumo_ev": [-11.036, -11.040], "spin_multiplicity": 2, "species": ["C", "H", "C", "O", "C", "Yb", "O"], "xyz": [[-2.597132, -0.415723, -0.066121], [-3.446929, -1.074561, -0.005258], [-1.620092, 0.292236, -0.108403], [0.174657, 1.330649, 0.027756], [1.302261, 0.940455, 0.080854], [4.147538, -1.091222, 0.030528], [2.039694, 0.018168, 0.040642]], "forces_ev_per_angstrom": [[0.180, 0.254, 0.088], [0.282, 0.155, -0.068], [-0.699, -0.761, -0.060], [4.301, 0.743, 0.461], [-6.502, 0.110, -0.603], [-0.614, 0.218, -0.004], [3.052, -0.718, 0.186]], "lowdin_spin": [0.03, 0.00, 0.70, 0.05, 0.15, 0.00, 0.06]}

=====

{"formula": "C5H12N2O", "method": "ωB97M-V/def2-TZVPD", "homo_energy_ev": -8.8, "charge": 0, "gap_ha": 0.3567, "e_lumo_ev": 0.863, "smiles": "C=C(C)C.NNC=O", "spin_multiplicity": 1, "species": ["C", "C", "C", "C", "H", "H", "H", "H", "H", "H", "H", "H", "N", "N", "C", "O", "H", "H", "H", "H"], "xyz": [[0.389492, 0.030954, -1.347812], [0.962910, -0.254396, -0.139371], [1.121959, -1.680113, 0.294044], [1.736384, 0.746017, 0.658733], [0.277128, -0.719761, -2.116333], [0.495602, 1.030459, -1.747393], [0.911390, -1.780017, 1.358103], [2.132254, -2.023736, 0.057889], [0.465561, -2.339825, -0.270320], [2.790185, 0.457290, 0.673729], [1.401165, 0.749349, 1.696523], [1.686964, 1.746515, 0.234358], [-1.669239, 1.815995, 0.174306], [-1.493465, 0.495911, 0.668366], [-1.836587, -0.574367, -0.220487], [-2.613478, -0.445215, -1.157805], [-0.797251, 2.056055, -0.301192], [-2.383990, 1.745966, -0.553806], [-1.709509, 0.446089, 1.655409], [-1.867474, -1.503170, 0.383060]], "forces_ev_per_angstrom": [[2.720, -0.109, 0.878], [0.373, -0.089, -2.775], [-0.274, -0.021, -0.267], [-0.465, 0.042, 0.181], [-0.729, -0.331, 0.287], [-0.248, 0.220, 0.067], [0.149, -0.201, 0.106], [0.111, 0.110, 0.376], [-0.167, -0.002, 0.074], [-0.022, -0.116, -0.046], [-0.018, 0.191, 0.102], [-0.134, 0.072, 0.076], [0.014, -0.565, -0.070], [-0.238, 0.145, -1.251], [-3.958, 1.274, 3.005], [2.059, 0.046, -0.024], [-0.254, 0.029, 0.077], [0.108, 0.179, 0.114], [-0.034, -0.575, -0.271], [1.007, -0.300, -0.640]], "lowdin_charge": [-0.02, -0.44, -0.08, -0.07, 0.08, 0.06, 0.08, 0.09, 0.07, 0.09, 0.08, 0.08, 0.03, -0.11, -0.35, 0.02, 0.05, 0.07, 0.12, 0.13]}

=====

{"formula": "C6H12Br2O4Sr", "method": "ωB97M-V/def2-TZVPD", "homo_energy_ev": 1.0, "charge": -2, "gap_ha": 0.1017, "e_lumo_ev": 3.774, "spin_multiplicity": 1, "species": ["Sr", "O", "C", "C", "O", "H", "H", "H", "H", "O", "C", "C", "O", "H", "H", "H", "H", "Br", "C", "C", "Br", "H", "H", "H", "H"], "xyz": [[-0.695008, 0.186526, 0.620173], [-0.800923, -2.261583, 0.414533], [0.224637, -2.881584, 1.021156], [1.549001, -2.109097, 1.060324], [1.489302, -0.792039, 1.484369], [0.473959, -3.873073, 0.546769], [-0.026304, -3.155708, 2.087360], [2.015737, -2.100240, 0.048147], [2.193908, -2.756205, 1.712676], [-2.937778, 0.323261, -0.403596], [-3.215596, 0.903980, -1.605335], [-4.410060, 0.413105, -2.458342], [-4.539053, -0.857720, -2.735469], [-2.300364, 0.856875, -2.282942], [-3.385060, 2.014589, -1.475796], [-4.306887, 1.094190, -3.385070], [-5.332568, 0.867412, -1.933671], [4.795682, 1.139896, 2.180695], [3.503499, 1.246053, 0.717987], [2.521524, 2.315520, 1.074583], [1.109173, 2.286715, -0.272195], [3.002867, 0.274782, 0.655057], [4.093272, 1.495437, -0.157878], [2.929834, 3.318352, 1.073554], [2.047206, 2.050555, 2.012913]], "forces_ev_per_angstrom": [[-1.976, -2.897, -0.511], [-0.129, 1.393, -0.141], [0.064, -0.508, 0.245], [0.609, -0.140, 0.056], [-0.646, 0.829, 0.168], [0.082, 0.092, 0.068], [0.183, 0.107, -0.040], [-0.150, -0.458, -0.062], [0.186, 0.286, -0.133], [0.966, 0.160, 1.123], [0.988, 0.693, -0.010], [-0.673, 0.631, -0.053], [0.051, -0.678, -0.284], [-0.199, -0.133, -0.057], [-0.161, -0.063, -0.251], [0.011, 0.090, 0.096], [0.191, -0.059, 0.054], [0.089, -0.016, 0.046], [0.456, -0.024, -0.200], [-0.154, -0.432, 0.117], [0.501, 1.040, -0.555], [-0.147, -0.134, 0.287], [-0.053, -0.004, -0.105], [-0.013, 0.066, 0.075], [-0.073, 0.159, 0.067]], "lowdin_charge": [1.32, -0.43, -0.53, -0.47, -0.50, 0.08, 0.08, 0.09, 0.08, -0.51, -0.52, -0.64, -0.34, 0.07, 0.06, 0.05, 0.06, 0.59, -0.70, -0.67, 0.67, 0.02, 0.05, 0.05, 0.05]}

=====

{"formula": "C50H45CuGeN2O2S", "method": "ωB97M-V/def2-TZVPD", "homo_energy_ev": -7.5, "charge": 0, "gap_ha": 0.2762, "e_lumo_ev": 0.055, "spin_multiplicity": 1, "species": ["Cu", "C", "C", "C", "C", "C", "C", "C", "C", "S", "C", "N", "C", "C", "C", "C", "C", "C", "C", "C", "H", "H", "H", "H", "H", "H", "H", "H", "H", "H", "H", "H", "H", "H", "H", "H", "C", "C", "C", "C", "C", "C", "N", "C", "C", "C", "C", "C", "C", "C", "O", "O", "C", "C", "H", "H", "H", "H", "H", "H", "H", "H", "H", "H", "H", "H", "H", "H", "C", "C", "C", "C", "C", "C", "Ge", "C", "C", "C", "C", "C", "C", "C", "C", "C", "C", "C", "C", "H", "H", "H", "H", "H", "H", "H", "H", "H", "H", "H", "H", "H", "H", "H"], "xyz": [[14.170446, 12.274123, 12.850458], [14.556191, 11.730422, 7.052580], [15.841603, 11.049331, 7.600034], [16.420799, 10.190781, 6.431073], [16.826365, 12.109884, 8.014176], [15.471174, 10.208960, 8.847972], [15.715245, 8.829365, 8.822541], [15.444366, 8.037022, 9.930287], [14.828262, 8.641851, 11.037142], [14.018924, 7.954361, 12.397005], [13.560677, 9.504861, 12.952455], [14.007197, 10.510598, 12.219196], [14.627564, 10.041631, 11.091630], [14.927355, 10.823237, 9.996047], [12.967045, 9.724446, 14.271758], [13.863998, 9.585372, 15.337151], [13.549233, 10.072464, 16.569363], [12.319774, 10.605281, 16.797863], [11.431446, 10.679696, 15.712233], [11.695537, 10.215008, 14.422420], [14.769299, 12.325396, 6.171263], [14.089601, 12.352733, 7.838202], [13.840504, 10.944640, 6.785761], [16.577244, 10.816534, 5.509305], [15.623081, 9.472950, 6.116071], [17.376283, 9.700189, 6.674859], [17.033909, 12.699202, 7.110072], [17.670582, 11.707080, 8.490484], [16.331731, 12.827282, 8.748293], [16.151396, 8.338988, 7.990288], [15.564933, 6.928976, 9.847722], [14.696905, 11.884075, 10.041715], [14.875956, 9.233295, 15.137871], [14.321023, 9.988240, 17.299437], [12.052703, 11.108445, 17.750838], [10.436661, 11.069003, 15.988829], [21.979560, 15.077777, 12.521090], [20.749467, 15.849361, 12.935066], [20.837049, 17.018540, 13.718227], [19.714894, 17.840814, 13.919780], [18.507027, 17.469537, 13.459945], [18.374258, 16.263200, 12.773799], [17.092175, 15.715861, 12.336349], [16.415947, 16.110000, 11.135892], [17.014216, 16.941773, 10.200393], [16.324599, 17.122745, 8.965196], [15.185777, 16.458788, 8.614105], [14.563610, 15.630888, 9.596004], [15.161265, 15.475637, 10.858657], [14.527407, 14.347374, 11.691653], [14.954057, 14.097159, 12.864877], [13.570962, 13.776853, 11.168911], [19.500263, 15.445761, 12.456543], [19.271962, 14.149804, 11.755016], [22.962105, 15.479395, 12.613001], [21.930275, 14.720720, 11.468517], [21.908549, 14.146942, 13.077711], [21.846422, 17.352680, 14.031651], [19.842501, 18.748000, 14.458685], [17.569096, 18.034991, 13.593947], [16.580418, 15.227854, 13.053812], [17.982814, 17.373450, 10.447255], [16.803368, 17.865903, 8.274641], [14.831671, 16.286159, 7.627384], [13.663264, 15.100026, 9.435807], [20.148981, 13.651669, 11.383902], [18.586347, 14.397896, 10.940458], [18.755013, 13.391595, 12.336445], [7.488113, 6.597971, 14.288222], [6.877496, 7.846037, 14.123604], [7.667466, 8.986914, 13.927739], [9.025186, 8.835250, 13.721602], [9.585479, 7.554734, 13.831736], [8.847234, 6.447540, 14.169400], [10.145005, 10.326494, 13.142069], [9.430985, 12.168509, 13.324761], [10.346712, 13.189202, 13.409810], [10.073607, 14.512648, 13.337208], [8.761473, 14.920749, 13.231787], [7.732332, 13.920585, 13.114720], [8.062951, 12.549555, 13.184880], [10.477523, 10.056897, 11.269403], [11.258819, 11.029024, 10.568284], [11.394655, 10.911633, 9.183852], [10.815554, 9.782057, 8.539459], [9.971468, 8.898581, 9.225707], [9.813725, 9.087069, 10.597344], [6.915606, 5.728874, 14.592283], [5.788477, 7.877658, 14.210601], [7.162541, 9.940092, 13.761702], [10.620413, 7.435176, 13.680578], [9.301029, 5.461546, 14.319011], [11.386737, 13.021008, 13.523080], [10.860971, 15.228414, 13.164537], [8.533048, 15.962436, 13.146278], [6.671536, 14.191659, 12.894857], [7.306803, 11.839810, 12.991429], [11.705770, 11.924667, 11.008252], [11.918075, 11.694693, 8.627856], [10.900342, 9.670522, 7.430595], [9.405783, 8.146080, 8.686430], [9.035372, 8.497474, 11.056281]], "forces_ev_per_angstrom": [[0.093, 0.584, 0.010], [-0.047, -0.537, 0.857], [-0.732, -0.436, -0.306], [-0.820, 0.370, -0.484], [-1.906, 2.067, 0.000], [0.098, 0.492, -0.391], [-0.147, 0.136, 1.639], [-0.818, -0.740, 0.017], [-0.002, 0.372, -0.389], [-0.030, -0.483, 0.127], [0.903, 0.503, -0.667], [-1.026, -1.561, 1.198], [0.350, -0.772, -0.990], [0.713, -0.203, -1.222], [1.057, -0.470, -0.310], [0.265, 0.122, -1.176], [0.860, -0.664, 0.485], [-1.296, 1.315, -0.234], [-1.249, 0.019, 1.426], [-0.863, 0.820, 0.464], [0.068, 0.193, -0.083], [0.224, -0.114, -0.434], [-0.026, 0.171, -0.060], [0.005, -0.282, 1.029], [0.872, 0.136, 0.305], [-0.451, 0.017, -0.071], [0.511, -0.034, 0.374], [1.409, -0.460, 0.373], [0.639, -0.788, -0.813], [0.243, -0.109, -0.708], [-0.051, 1.120, 0.302], [0.084, -0.052, -0.095], [-0.274, -0.061, 0.012], [0.207, 0.159, 0.768], [0.167, -0.676, -0.704], [0.424, -0.049, -0.541], [-1.093, -1.529, -0.695], [0.543, 1.303, -0.183], [0.349, 0.088, -0.857], [2.228, -0.409, 0.588], [-2.614, -0.901, -0.968], [0.047, -1.460, -1.176], [0.401, 1.758, -0.647], [0.272, -1.627, 2.037], [-1.334, -0.114, -0.570], [2.435, 1.511, 0.080], [-1.089, -1.868, 1.702], [2.265, 1.475, 0.555], [-0.037, -0.563, -0.660], [0.530, 2.555, -0.487], [0.105, -0.642, 0.376], [-0.824, -1.148, -0.123], [-0.674, 0.699, 1.448], [-0.724, 0.189, -0.710], [0.434, 0.822, 0.605], [-0.204, 0.514, 0.500], [0.521, -0.318, 0.223], [-0.819, -0.210, -0.048], [0.044, 0.645, 0.377], [0.733, -0.080, 0.090], [-0.419, -0.091, -0.330], [-0.310, 0.171, -0.346], [-0.487, -1.022, 0.374], [-0.269, 0.890, -0.853], [-0.621, -0.451, -0.434], [0.464, 0.144, -0.276], [0.176, -0.475, -0.249], [-0.198, 0.161, 0.456], [-0.898, 0.153, 0.418], [0.078, -0.452, 0.532], [-1.146, -0.578, -0.779], [0.220, 0.040, 0.079], [-0.245, 0.751, 0.159], [0.168, -0.372, -0.081], [0.203, 0.330, 0.948], [-1.450, -0.442, 0.181], [1.044, -0.822, 0.208], [-1.243, 1.469, -0.611], [-1.518, -1.556, -0.430], [0.466, 0.247, 0.165], [1.694, 1.671, -0.325], [1.482, 2.164, 0.344], [-0.411, -0.579, -0.809], [-0.377, -1.008, 0.247], [-0.329, 0.428, -0.826], [0.925, 1.082, -0.402], [-0.995, -1.136, -1.185], [-0.268, 0.114, -0.247], [0.366, 0.306, -0.019], [0.252, -0.208, 0.315], [1.283, -0.063, -0.188], [-0.057, 0.476, -0.120], [1.026, -0.851, -0.041], [0.250, 0.112, 0.539], [-0.278, 0.389, -0.070], [1.060, -0.071, 0.403], [-0.724, -0.699, -0.032], [-0.164, -0.430, 0.347], [-0.116, -0.457, 0.097], [0.068, 0.150, 1.056], [0.164, 0.003, 0.106], [0.183, -0.283, 0.509]], "lowdin_charge": [0.51, -0.04, -0.55, -0.07, -0.05, -0.13, -0.03, -0.06, -0.44, 1.15, -0.54, 0.03, -0.30, 0.05, -0.28, -0.04, -0.09, -0.06, -0.09, -0.20, 0.08, 0.07, 0.08, 0.09, 0.09, 0.09, 0.09, 0.07, 0.10, 0.09, 0.12, 0.11, 0.12, 0.10, 0.12, 0.11, -0.05, -0.23, -0.03, -0.10, -0.05, -0.19, 0.07, -0.18, -0.02, -0.10, -0.10, -0.01, -0.05, -0.62, -0.08, -0.04, -0.17, -0.03, 0.06, 0.08, 0.08, 0.11, 0.09, 0.13, 0.11, 0.11, 0.11, 0.08, 0.09, 0.06, 0.08, 0.09, -0.10, -0.07, -0.10, -0.28, -0.11, -0.09, 1.07, -0.23, -0.15, -0.09, -0.07, -0.06, -0.09, -0.28, -0.08, -0.07, -0.08, -0.08, -0.13, 0.10, 0.10, 0.08, 0.08, 0.11, 0.08, 0.11, 0.09, 0.11, 0.06, 0.09, 0.10, 0.11, 0.10, 0.10]}